No. 1
{"formula": "C4H11N2O", "method": "ωB97M-V/def2-TZVPD", "species": ["C", "C", "C", "C", "N", "N", "O", "H", "H", "H", "H", "H", "H", "H", "H", "H", "H", "H"], "positions_angstrom": [[0.17, -0.69, -0.16], [-0.19, 1.67, 0.32], [-0.96, 0.61, -1.75], [1.30, -0.71, 1.44], [-0.23, 0.48, -0.52], [-0.07, -1.79, -0.81], [0.58, -0.42, 2.51], [-1.25, 2.07, 0.52], [0.19, 1.52, 1.25], [0.47, 2.58, -0.05], [-1.92, 0.15, -1.64], [-1.05, 1.69, -2.12], [-0.38, 0.13, -2.62], [1.87, 0.10, 1.03], [2.00, -1.59, 1.40], [0.16, -2.59, -0.29], [-0.97, -1.89, -1.35], [0.27, -1.30, 2.82]], "relative_energy_kj_mol": 315.69, "charge": 1, "e_tot_ha": -343.443915, "lumo_energy_ha": -0.1118, "homo_energy_ev": -14.408, "orbital_gap_ev": 11.4}

***

No. 2
{"formula": "C8H10N2O4", "method": "ωB97M-V/def2-TZVPD", "species": ["C", "C", "C", "C", "C", "C", "C", "C", "N", "N", "O", "O", "O", "O", "H", "H", "H", "H", "H", "H", "H", "H", "H", "H"], "positions_angstrom": [[2.27, 1.00, 1.05], [1.06, 1.36, 0.43], [2.83, -0.22, 0.78], [1.08, -0.68, -0.76], [0.49, 0.56, -0.47], [2.30, -1.01, -0.23], [-0.90, 0.84, -1.02], [-2.01, 0.69, 0.07], [-3.28, 0.61, -0.36], [-1.65, -1.37, 0.34], [-2.09, -2.17, -0.44], [-0.97, -1.61, 1.37], [2.83, -2.22, -0.46], [-1.83, 1.05, 1.30], [2.78, 1.76, 1.57], [0.60, 2.21, 0.90], [3.85, -0.42, 1.10], [0.74, -1.33, -1.65], [-0.97, 1.96, -1.20], [-1.06, 0.27, -1.81], [-3.52, 0.11, -1.20], [-3.87, 0.48, 0.34], [2.23, -2.81, -0.92], [-0.89, 0.95, 1.30]], "relative_energy_kj_mol": 413.91, "charge": 0, "e_tot_ha": -721.173906, "lumo_energy_ha": 0.0242, "homo_energy_ev": -8.083, "orbital_gap_ev": 8.7}

***

No. 3
{"formula": "C6H10FN2O8Pt", "method": "ωB97M-V/def2-TZVPD", "species": ["Pt", "F", "C", "O", "O", "O", "C", "O", "O", "O", "O", "C", "N", "C", "H", "H", "H", "H", "H", "O", "C", "N", "C", "H", "H", "H", "H", "H"], "positions_angstrom": [[-1.16, -1.59, 0.68], [-3.32, -1.29, 0.28], [-0.31, -3.67, 2.07], [0.09, -3.70, 3.29], [0.44, -3.10, 1.14], [-1.57, -3.40, 1.91], [-0.72, 0.10, 2.81], [0.01, -0.18, 3.82], [-0.24, 0.34, 1.62], [-1.85, -0.55, 2.69], [-0.45, -1.18, -1.40], [0.60, -1.00, -1.99], [0.64, 0.05, -2.88], [1.87, -1.69, -1.51], [1.51, 0.53, -3.07], [-0.24, 0.51, -3.02], [1.65, -2.70, -1.15], [2.13, -1.04, -0.67], [2.69, -1.61, -2.23], [-1.18, 4.19, -0.80], [-0.63, 3.15, -0.39], [-1.29, 2.00, -0.27], [0.87, 3.16, -0.16], [-0.98, 1.36, 0.49], [-2.19, 1.88, -0.72], [1.41, 3.16, -1.11], [1.18, 2.17, 0.18], [1.05, 4.07, 0.41]], "relative_energy_kj_mol": 251.79, "charge": -3, "s2": 2.0081, "e_tot_ha": -1164.988151, "lumo_energy_ha": [0.2531, 0.2526], "multiplicity": 3, "homo_energy_ev": [3.690, 3.289], "orbital_gap_ev": [3.2, 3.6]}

***

No. 4
{"formula": "C6H12O", "method": "ωB97M-V/def2-TZVPD", "species": ["C", "C", "O", "C", "C", "C", "C", "H", "H", "H", "H", "H", "H", "H", "H", "H", "H", "H", "H"], "positions_angstrom": [[-1.13, -1.50, 1.20], [-0.15, -0.57, 0.49], [1.18, -0.67, 0.99], [0.12, -0.76, -1.00], [0.98, 0.62, -1.30], [0.48, 1.65, -0.23], [-0.60, 0.90, 0.54], [-0.82, -2.55, 1.16], [-2.13, -1.41, 0.75], [-1.22, -1.20, 2.25], [1.65, -0.35, 0.18], [0.61, -1.74, -1.15], [-0.81, -0.76, -1.60], [2.09, 0.73, -1.37], [0.65, 0.85, -2.30], [0.11, 2.57, -0.69], [1.27, 1.95, 0.48], [-1.57, 0.99, 0.03], [-0.72, 1.24, 1.58]], "relative_energy_kj_mol": 90.39, "charge": 0, "e_tot_ha": -311.024843, "lumo_energy_ha": 0.0367, "homo_energy_ev": -9.867, "orbital_gap_ev": 10.9}

***

No. 5
{"formula": "C20H22O7", "method": "ωB97M-V/def2-TZVPD", "species": ["C", "C", "C", "C", "C", "C", "C", "O", "C", "O", "O", "H", "H", "H", "H", "H", "H", "H", "H", "H", "H", "H", "H", "H", "H", "O", "C", "C", "C", "C", "O", "C", "C", "H", "H", "H", "H", "O", "C", "C", "C", "C", "O", "C", "C", "H", "H", "H", "H"], "positions_angstrom": [[0.17, 0.12, 1.42], [-0.04, -1.38, 1.18], [-1.26, -1.90, 1.96], [1.24, -2.17, 1.56], [1.99, -2.74, 0.34], [3.10, -1.82, -0.15], [3.78, -2.33, -1.44], [4.91, -3.04, -0.95], [4.94, -2.90, 0.41], [5.53, -3.61, 1.16], [4.21, -1.79, 0.75], [0.53, 0.31, 2.44], [-0.73, 0.72, 1.26], [0.94, 0.48, 0.73], [-0.23, -1.52, 0.11], [-1.22, -1.58, 3.01], [-1.27, -2.99, 1.96], [-2.19, -1.57, 1.50], [0.97, -3.00, 2.22], [1.92, -1.52, 2.12], [1.30, -2.87, -0.50], [2.41, -3.72, 0.59], [2.70, -0.81, -0.30], [3.11, -2.96, -2.02], [4.09, -1.50, -2.08], [-7.07, 2.19, 1.51], [-5.90, 2.17, 1.79], [-5.22, 0.92, 2.21], [-3.93, 0.90, 2.52], [-3.10, 2.13, 2.45], [-1.92, 2.11, 2.72], [-3.78, 3.38, 2.03], [-5.07, 3.40, 1.72], [-5.84, 0.03, 2.25], [-3.42, 0.00, 2.83], [-3.15, 4.27, 1.99], [-5.58, 4.30, 1.41], [0.77, -0.34, -1.89], [0.92, 0.59, -2.66], [1.63, 1.82, -2.23], [1.80, 2.84, -3.07], [1.27, 2.80, -4.45], [1.42, 3.73, -5.21], [0.55, 1.57, -4.88], [0.39, 0.54, -4.04], [2.01, 1.83, -1.22], [2.32, 3.75, -2.78], [0.17, 1.56, -5.89], [-0.13, -0.36, -4.32]], "relative_energy_kj_mol": 289.83, "charge": 0, "e_tot_ha": -1301.921877, "lumo_energy_ha": -0.0710, "homo_energy_ev": -10.438, "orbital_gap_ev": 8.5}

***

No. 6
{"formula": "C6H12O", "method": "ωB97M-V/def2-TZVPD", "species": ["C", "C", "C", "C", "H", "H", "H", "H", "H", "H", "H", "H", "C", "C", "O", "H", "H", "H", "H"], "positions_angstrom": [[1.84, 0.07, 1.63], [0.57, 0.18, 1.26], [0.13, 1.04, 0.12], [1.21, 1.42, -0.90], [2.64, 0.41, 0.99], [2.11, -0.34, 2.60], [-0.22, -0.23, 1.89], [-0.68, 0.55, -0.44], [-0.31, 1.93, 0.58], [0.73, 1.95, -1.73], [1.98, 2.08, -0.48], [1.69, 0.52, -1.30], [-2.29, -1.32, -0.42], [-0.85, -1.36, -0.85], [0.03, -1.80, -0.16], [-2.40, -1.02, 0.63], [-2.63, -2.36, -0.48], [-2.93, -0.71, -1.06], [-0.63, -1.04, -1.89]], "relative_energy_kj_mol": 185.20, "charge": 0, "e_tot_ha": -310.988733, "lumo_energy_ha": 0.0378, "homo_energy_ev": -9.231, "orbital_gap_ev": 10.3}

***

No. 7
{"formula": "C6H10N2O", "method": "ωB97M-V/def2-TZVPD", "species": ["C", "C", "C", "C", "N", "C", "O", "N", "C", "H", "H", "H", "H", "H", "H", "H", "H", "H", "H"], "positions_angstrom": [[1.86, -0.55, -0.91], [1.04, 0.10, 0.11], [0.02, -0.79, 0.70], [-1.35, -0.51, -0.20], [-2.89, -0.54, -0.02], [-1.04, 1.09, -0.38], [-1.92, 1.85, -0.49], [0.37, 1.32, -0.29], [1.46, 1.23, 0.81], [2.89, -1.17, -0.77], [0.85, -1.03, -1.58], [2.50, 0.10, -1.88], [0.13, -1.88, 0.67], [-0.25, -0.38, 1.86], [-0.97, -1.30, -1.05], [-3.40, 0.40, 0.26], [-3.07, -1.29, 0.83], [1.18, 1.64, 1.80], [2.60, 1.71, 0.54]], "relative_energy_kj_mol": 650.72, "charge": 0, "e_tot_ha": -419.138648, "lumo_energy_ha": 0.0243, "homo_energy_ev": -9.136, "orbital_gap_ev": 9.8}

***

No. 8
{"formula": "C4H8O2", "method": "ωB97M-V/def2-TZVPD", "species": ["O", "C", "C", "C", "C", "O", "H", "H", "H", "H", "H", "H", "H", "H"], "positions_angstrom": [[-0.47, -1.99, -0.54], [0.55, -1.73, 0.06], [0.93, -0.37, 0.58], [0.48, 0.87, -0.24], [-1.05, 1.12, -0.38], [-1.82, 0.25, 0.41], [1.26, -2.55, 0.29], [2.02, -0.35, 0.67], [0.55, -0.32, 1.61], [0.94, 1.73, 0.27], [0.94, 0.80, -1.23], [-1.32, 2.13, -0.06], [-1.35, 1.05, -1.44], [-1.66, -0.63, 0.02]], "relative_energy_kj_mol": 124.14, "charge": 0, "e_tot_ha": -307.665147, "lumo_energy_ha": 0.0296, "homo_energy_ev": -9.964, "orbital_gap_ev": 10.8}